Molecular formula: C60H63BBrN9O18
Method: DFT, ωB97M-V/def2-TZVPD

Last column: Mulliken charge in e.
Positions of all 152 atoms, in Å:
C 1.37797 -4.05719 -2.91907  -0.665
C 1.81590 -4.13154 -1.69074  -0.437
C 3.21372 -3.70258 -1.34818  0.871
O 3.61864 -2.63301 -1.56071  -0.449
O 4.00331 -4.68218 -0.78812  -0.429
C 4.17025 -4.46769 0.64898  0.604
C 3.65837 -5.72289 1.35059  -0.816
C 3.85000 -5.74593 2.88934  -0.545
C 5.16007 -5.09646 3.41652  -0.411
C 4.91162 -3.84670 4.28518  -1.100
C 4.29924 -2.67475 3.47566  -0.265
B 2.73226 -2.54773 3.56131  0.290
Br 1.76294 -2.95167 5.26522  -0.332
N 1.89645 -2.12994 2.42734  -0.229
C 1.16675 -0.86455 2.68861  -0.775
C 2.15528 0.31409 2.73720  -0.489
C 3.09601 0.34134 1.48875  -0.877
H 2.10136 -4.08631 -3.72959  0.204
H 0.30408 -4.00252 -3.12714  0.287
H 1.18433 -4.54175 -0.90568  0.358
H 3.63637 -3.55336 0.93177  -0.285
H 5.23661 -4.27134 0.79120  0.081
H 2.57471 -5.76807 1.16570  0.100
H 4.07571 -6.59876 0.84544  0.359
H 3.87891 -6.80328 3.17917  0.480
H 2.97519 -5.34133 3.41626  0.273
H 5.61472 -5.82579 4.10103  0.375
H 5.91409 -4.92141 2.64652  0.138
H 4.34689 -4.13727 5.17428  0.300
H 5.89054 -3.50329 4.64445  0.396
H 4.64991 -2.64745 2.44332  0.315
H 4.66936 -1.74347 3.94635  0.437
H 1.17210 -2.84579 2.32896  0.036
H 0.48237 -0.70912 1.84554  0.432
H 0.55440 -0.87463 3.60354  0.253
H 1.54443 1.22518 2.72330  0.477
H 2.73700 0.36087 3.66584  0.255
H 2.88769 -0.47391 0.79393  0.108
H 4.13746 0.29037 1.81126  0.240
H 2.89085 1.27729 0.96129  0.355
C -0.40056 1.86674 -4.64519  -0.544
C -0.92235 1.39264 -5.84272  -0.526
C -1.37849 0.08653 -5.93304  -0.405
C -1.31088 -0.72876 -4.81576  0.080
C -0.78758 -0.27036 -3.61801  -0.248
C -0.32965 1.03440 -3.53663  -0.553
N -1.81328 -2.10623 -4.89684  1.051
O -2.24569 -2.49299 -5.96477  -0.611
O -1.76917 -2.78195 -3.88201  -0.625
H -0.04971 2.88588 -4.57470  0.549
H -0.97558 2.04307 -6.70573  0.395
H -1.78278 -0.27915 -6.86619  0.459
H -0.73271 -0.91386 -2.75142  0.499
H 0.08024 1.40620 -2.60690  0.480
C -5.21399 5.53520 -2.64529  -0.249
C -4.52047 4.45587 -3.18135  -0.805
C -3.13529 4.44333 -3.17052  -0.085
C -2.45627 5.51710 -2.61627  0.035
C -3.13279 6.60307 -2.08600  -0.171
C -4.51832 6.60865 -2.10197  -0.474
N -0.99053 5.49667 -2.57758  1.024
O -0.42224 4.53337 -3.06686  -0.624
O -0.42021 6.43485 -2.05274  -0.609
H -6.30547 5.53837 -2.65266  0.321
H -5.06287 3.62078 -3.60575  0.399
H -2.60166 3.60022 -3.58795  0.404
H -2.59983 7.44069 -1.65821  0.410
H -5.05864 7.44914 -1.68786  0.421
C 7.30911 -5.43551 -2.92132  -0.684
C 8.23958 -5.62713 -3.93476  -0.451
C 7.93692 -5.25310 -5.23453  -0.481
C 6.70281 -4.68591 -5.50241  -0.061
C 5.76386 -4.49585 -4.50260  -0.466
C 6.07079 -4.87461 -3.20466  0.370
N 6.38797 -4.26605 -6.87589  1.026
O 7.22813 -4.46474 -7.73460  -0.613
O 5.30762 -3.74209 -7.07329  -0.607
H 7.55020 -5.72355 -1.90495  0.448
H 9.20336 -6.06617 -3.71068  0.427
H 8.66291 -5.40362 -6.02067  0.450
H 4.80085 -4.05590 -4.72002  0.546
H 5.34967 -4.73000 -2.41242  0.211
C 1.18941 5.61331 3.24085  -0.399
C 0.73432 6.57713 4.13141  -0.474
C -0.27739 7.44645 3.75594  -0.360
C -0.82532 7.33528 2.48962  -0.106
C -0.37666 6.38409 1.58921  -0.081
C 0.63752 5.51994 1.97016  -0.573
N -1.91485 8.23900 2.09335  1.003
O -2.27531 9.08035 2.89473  -0.606
O -2.39231 8.08626 0.98444  -0.590
H 1.97694 4.93213 3.53875  0.392
H 1.16719 6.64901 5.12036  0.375
H -0.62883 8.19534 4.45125  0.445
H -0.80497 6.30708 0.59928  0.503
H 0.99602 4.77090 1.27643  0.470
C 12.67955 -5.21923 -0.35919  -0.423
C 12.36799 -5.66311 0.91931  -0.451
C 11.15525 -5.32168 1.49620  -0.294
C 10.26511 -4.54002 0.77988  -0.077
C 10.56536 -4.08461 -0.49282  -0.193
C 11.78106 -4.42769 -1.06256  -0.561
N 8.96800 -4.19544 1.37641  1.098
O 8.73312 -4.59405 2.50268  -0.610
O 8.19499 -3.53495 0.70551  -0.603
H 13.62573 -5.49200 -0.80944  0.388
H 13.07031 -6.27844 1.46560  0.369
H 10.91622 -5.66896 2.49124  0.453
H 9.86698 -3.47076 -1.04450  0.505
H 12.02725 -4.08068 -2.05728  0.406
C -1.86360 -4.41689 2.55215  -0.650
C -1.62841 -3.34980 3.40992  -0.128
C -2.57754 -2.34951 3.54850  -0.451
C -3.75572 -2.43429 2.82619  -0.049
C -3.99979 -3.48889 1.96252  -0.312
C -3.04587 -4.48420 1.82647  -0.580
N -4.77453 -1.38894 2.98718  1.115
O -4.52485 -0.46221 3.73969  -0.637
O -5.81275 -1.50789 2.36339  -0.601
H -1.12226 -5.20039 2.44975  0.480
H -0.70454 -3.29939 3.97192  0.409
H -2.39091 -1.52042 4.21656  0.480
H -4.91977 -3.54575 1.39842  0.476
H -3.22510 -5.31491 1.15703  0.402
C -7.26373 0.94003 4.32506  -0.057
C -7.03217 2.00937 5.18038  -0.565
C -7.98200 3.00992 5.31581  -0.285
C -9.15947 2.92415 4.59221  -0.017
C -9.40065 1.86754 3.73044  -0.327
C -8.44500 0.87226 3.59826  -0.360
N -10.17923 3.97032 4.75088  1.002
O -9.92916 4.89571 5.50133  -0.605
O -11.21679 3.84947 4.12483  -0.608
H -6.52366 0.15916 4.22490  0.172
H -6.11015 2.06124 5.74451  0.385
H -7.79764 3.84028 5.98241  0.438
H -10.31981 1.80922 3.16507  0.439
H -8.62107 0.03960 2.93006  0.394
C -12.54047 6.84599 -3.21829  -0.406
C -11.84692 5.77793 -3.77190  -0.497
C -10.46188 5.78928 -3.79840  -0.284
C -9.78683 6.87351 -3.26378  0.142
C -10.46559 7.94823 -2.71509  -0.292
C -11.85064 7.93134 -2.69442  -0.460
N -8.31909 6.87871 -3.26801  1.079
O -7.74578 5.92566 -3.77429  -0.667
O -7.75239 7.82782 -2.76260  -0.584
H -13.62281 6.83201 -3.19405  0.375
H -12.38683 4.93431 -4.18056  0.367
H -9.92561 4.95634 -4.23008  0.427
H -9.93211 8.79324 -2.30362  0.435
H -12.39349 8.76324 -2.26624  0.369

Forces on the atoms, in the same order (eV/Å):
-0.743 -0.006 -1.177
0.684 -0.179 1.143
-1.049 -3.355 0.158
1.020 2.878 -0.522
-0.657 0.092 0.673
0.371 -0.197 -0.463
-0.603 0.614 0.308
0.694 -0.372 -0.400
-0.424 -0.435 1.041
1.112 0.108 -0.842
-0.702 -0.046 1.239
0.117 0.027 -0.658
0.409 0.061 -0.235
-0.391 -0.369 0.962
0.353 0.503 -0.280
-0.231 0.003 -0.773
-0.611 0.344 0.567
-0.281 0.908 -0.167
0.426 -0.779 -0.192
-0.022 0.688 0.265
-0.066 -0.250 0.034
-0.133 -0.157 0.163
0.185 -0.095 -0.138
0.210 0.122 0.231
-0.158 0.154 -0.031
0.160 0.179 -0.197
0.082 0.090 -0.205
-0.217 0.133 -0.017
-0.211 0.240 -0.202
-0.121 -0.191 0.046
-0.020 -0.010 0.145
-0.174 -0.051 -0.154
0.089 0.046 -0.160
0.124 0.002 0.102
0.157 -0.184 -0.079
0.100 -0.111 0.179
-0.137 -0.297 -0.053
0.081 -0.023 0.186
-0.030 0.075 -0.316
0.460 -0.097 -0.058
0.041 0.023 -0.137
0.031 -0.066 0.183
-0.092 0.044 -0.257
0.104 0.318 0.030
0.054 -0.055 0.263
-0.045 0.031 -0.103
-0.033 -0.132 -0.024
0.067 0.045 0.193
-0.014 0.033 -0.160
0.005 -0.031 0.000
0.002 -0.040 -0.002
-0.023 -0.141 0.097
-0.063 -0.104 -0.113
-0.006 -0.014 -0.015
-0.145 -0.109 0.339
0.012 0.162 0.083
0.020 -0.261 -0.147
-0.324 -0.010 -0.020
0.036 0.303 0.132
0.006 -0.179 -0.079
0.078 0.030 0.016
-0.035 0.227 0.149
-0.036 -0.191 -0.059
0.909 -0.085 0.142
0.039 0.003 0.001
0.118 0.080 0.060
0.121 -0.110 -0.007
0.029 -0.001 -0.011
0.024 -0.003 -0.012
-0.118 0.045 0.085
0.257 -0.071 -0.088
0.055 -0.077 0.311
-0.167 0.053 0.063
0.106 -0.028 -0.042
-0.053 0.054 -0.231
-0.138 0.031 0.154
0.181 -0.104 0.041
-0.019 0.011 -0.013
-0.011 -0.001 -0.041
-0.127 0.079 -0.093
0.081 0.034 -0.151
0.137 -0.019 -0.082
0.010 -0.012 0.005
0.016 -0.085 -0.123
0.000 0.122 0.244
0.261 -0.242 0.094
-0.063 -0.118 -0.259
0.028 0.032 0.156
-0.123 0.130 -0.051
0.072 -0.159 -0.148
0.016 0.065 0.135
-0.008 0.023 -0.009
-0.026 0.028 -0.015
-0.108 0.030 -0.130
-0.058 0.145 0.048
-0.025 0.042 -0.027
0.015 -0.008 -0.005
-0.010 0.067 -0.134
0.049 -0.144 0.230
0.303 -0.084 -0.142
-0.104 0.144 -0.238
0.061 -0.097 0.104
-0.268 0.088 0.087
0.074 0.042 -0.177
0.099 -0.137 0.105
-0.017 0.014 0.015
-0.034 0.016 0.017
-0.145 0.080 -0.037
-0.091 -0.030 0.135
-0.037 0.017 0.020
0.007 0.017 -0.015
-0.022 -0.102 -0.133
0.132 0.155 0.165
0.248 -0.249 -0.020
-0.185 -0.116 -0.172
0.112 0.029 0.077
-0.071 0.122 -0.017
0.153 -0.283 -0.186
0.156 0.038 0.121
-0.018 0.010 0.009
-0.062 0.033 0.036
-0.146 0.033 -0.045
-0.025 0.138 0.085
-0.030 0.036 0.000
-0.070 -0.086 0.065
-0.127 -0.059 -0.109
0.172 0.128 0.181
0.213 -0.228 -0.023
-0.154 -0.139 -0.187
0.056 0.103 0.113
-0.126 0.160 0.021
-0.050 -0.158 -0.133
0.171 0.028 0.093
-0.116 0.159 0.002
-0.021 0.023 -0.009
-0.163 0.042 -0.054
-0.033 0.147 0.095
0.003 0.025 0.001
-0.014 0.002 -0.002
-0.032 0.129 0.062
0.023 -0.250 -0.116
-0.340 -0.027 0.021
0.027 0.253 0.133
-0.034 -0.132 -0.069
0.080 -0.004 -0.084
-0.844 0.377 -0.307
-0.039 -0.158 -0.082
0.025 0.003 -0.005
0.041 0.004 -0.002
0.127 0.092 0.053
0.127 -0.100 -0.039
0.043 -0.002 0.000

Output
Lowest unoccupied orbital energy: -0.90 eV
Net charge: 0
2S+1: 1
SMILES string: C=CC(=O)OCCCCCCB(Br)NCCC.O=[N+]([O-])c1ccccc1.O=[N+]([O-])c1ccccc1.O=[N+]([O-])c1ccccc1.O=[N+]([O-])c1ccccc1.O=[N+]([O-])c1ccccc1.O=[N+]([O-])c1ccccc1.O=[N+]([O-])c1ccccc1.O=[N+]([O-])c1ccccc1
Highest occupied orbital energy: -9.7 eV
Orbital gap: 8.79 eV
Maximum force: 3.52 eV Å⁻¹